Molecular formula: C10H23N3S
Method: DFT, wB97M-V/def2-TZVPD

Positions of all 37 atoms, in Å:
C (1.337, 2.507, -0.819)
C (2.324, 0.686, -0.076)
C (2.379, 1.481, -1.323)
C (-2.843, -3.825, 1.859)
C (-0.357, -0.599, 0.146)
C (-1.542, 1.356, -0.522)
C (0.910, 1.409, 0.207)
C (-1.543, -4.577, 2.112)
C (-1.970, 1.078, -1.922)
C (0.880, 1.701, 1.818)
N (-0.278, 0.698, -0.133)
N (-3.493, -3.960, 0.812)
N (3.700, 2.055, -1.714)
S (-1.741, -1.384, 0.651)
H (1.762, 3.331, -0.271)
H (0.557, 2.851, -1.350)
H (2.658, -0.299, -0.385)
H (3.101, 1.127, 0.606)
H (2.003, 0.942, -2.138)
H (-3.346, -3.250, 2.590)
H (0.578, -0.991, 0.419)
H (-1.481, 2.449, -0.259)
H (-0.924, -4.689, 1.189)
H (-2.264, 0.903, 0.009)
H (-0.899, -4.135, 2.754)
H (-1.245, 1.391, -2.639)
H (-2.946, 1.686, -2.106)
H (-2.115, 0.086, -1.988)
H (1.822, 2.132, 1.878)
H (0.859, 0.745, 2.361)
H (0.156, 2.440, 1.981)
H (-4.365, -3.388, 0.841)
H (-3.133, -4.468, 0.030)
H (3.563, 2.379, -2.653)
H (4.458, 1.294, -1.807)
H (4.091, 2.594, -0.809)
H (-1.834, -5.524, 2.766)

* HOMO energy: -14.2860 eV
* frontier orbital gap: 8.39 eV
* charge: +2
* energy above the lowest of the compared OMol25 structures with the same formula, charge and spin: 0.0711 eV
* 2S+1: 1

The computed natural (NBO) charges, all in e, follow: C -0.435; C -0.443; C -0.053; C 0.343; C 0.000; C -0.227; C 0.226; C -0.706; C -0.598; C -0.582; N -0.410; N -0.597; N -0.704; S -0.260; H 0.230; H 0.242; H 0.247; H 0.215; H 0.227; H 0.225; H 0.192; H 0.210; H 0.259; H 0.235; H 0.260; H 0.199; H 0.245; H 0.214; H 0.198; H 0.234; H 0.230; H 0.449; H 0.442; H 0.467; H 0.452; H 0.480; H 0.291


Molecular formula: C3H4P2
Method: DFT, wB97M-V/def2-TZVPD

Positions of all 9 atoms, in Å:
C (-0.854, 0.413, 1.172)
C (0.424, 0.061, 1.122)
C (0.253, -0.172, -0.344)
P (-2.319, 1.095, 1.462)
P (1.656, -0.342, 2.268)
H (-0.346, -0.988, -0.638)
H (0.366, 0.794, -0.788)
H (-2.668, 1.491, 0.199)
H (2.910, -0.500, 1.357)

* HOMO energy (alpha / beta): -8.0477 / -8.0678 eV
* frontier orbital gap (alpha / beta): 6.49 / 6.46 eV
* energy above the lowest of the compared OMol25 structures with the same formula, charge and spin: 3.8927 eV
* 2S+1: 1

The computed natural (NBO) charges, all in e, follow: C -0.409; C -0.480; C -0.405; P 0.494; P 0.444; H 0.224; H 0.214; H -0.047; H -0.036


Molecular formula: C2HCl3O3
Method: DFT, wB97M-V/def2-TZVPD

Positions of all 9 atoms, in Å:
C (-0.480, 0.439, -0.641)
C (-0.641, -0.745, 0.293)
O (-0.366, -0.414, -1.707)
O (-0.442, -1.577, -0.902)
O (2.267, 1.155, 0.052)
Cl (-0.936, 2.071, -0.583)
Cl (0.570, -0.739, 1.558)
Cl (-2.230, -1.148, 0.979)
H (2.258, 0.959, 0.951)

* HOMO energy (alpha / beta): -11.3191 / -8.4495 eV
* frontier orbital gap (alpha / beta): 10.67 / 6.53 eV
* energy above the lowest of the compared OMol25 structures with the same formula, charge and spin: 7.7230 eV
* 2S+1: 1

The computed natural (NBO) charges, all in e, follow: C 0.174; C 0.087; O -0.187; O -0.206; O -0.471; Cl 0.122; Cl 0.045; Cl 0.028; H 0.407


Molecular formula: C17H31BCaN8PS
Method: DFT, wB97M-V/def2-TZVPD

Positions of all 60 atoms, in Å:
Ca (0.575, -1.196, -0.965)
C (0.443, 2.177, 2.203)
C (0.370, 1.760, 0.875)
N (0.593, 0.450, 0.774)
N (0.821, 0.003, 2.030)
C (0.737, 1.021, 2.900)
B (1.175, -1.473, 2.358)
N (2.443, -1.902, 1.591)
C (3.604, -2.301, 2.134)
C (4.488, -2.602, 1.118)
C (3.760, -2.357, -0.045)
N (2.530, -1.934, 0.239)
N (-0.012, -2.405, 2.002)
C (-0.664, -3.234, 2.831)
C (-1.606, -3.938, 2.107)
C (-1.450, -3.470, 0.803)
N (-0.491, -2.542, 0.743)
H (0.319, 3.170, 2.598)
H (0.163, 2.343, -0.011)
H (0.901, 0.854, 3.952)
H (1.384, -1.558, 3.533)
H (3.722, -2.339, 3.203)
H (5.502, -2.949, 1.208)
H (4.072, -2.468, -1.073)
H (-0.410, -3.269, 3.878)
H (-2.290, -4.685, 2.467)
H (-1.979, -3.757, -0.094)
C (-4.110, 0.083, 1.829)
C (-2.784, 0.436, 1.176)
N (-2.565, -0.286, -0.080)
C (-2.452, 0.143, -1.337)
S (-1.742, -0.899, -2.521)
N (-2.852, 1.353, -1.735)
C (-3.806, 2.279, -1.117)
C (-3.156, 3.576, -0.664)
H (-4.207, 0.603, 2.782)
H (-4.165, -0.988, 2.023)
H (-4.959, 0.354, 1.200)
H (-1.959, 0.152, 1.833)
H (-2.679, 1.502, 1.002)
H (-2.311, -1.256, 0.040)
H (-2.644, 1.522, -2.707)
H (-4.312, 1.773, -0.301)
H (-4.570, 2.490, -1.867)
H (-2.394, 3.402, 0.097)
H (-3.907, 4.248, -0.250)
H (-2.680, 4.083, -1.505)
C (3.090, -0.121, -4.233)
P (2.290, 0.518, -2.722)
C (1.362, 1.953, -3.369)
C (3.678, 1.313, -1.846)
H (3.642, 0.668, -4.746)
H (2.336, -0.523, -4.910)
H (3.783, -0.924, -3.979)
H (2.007, 2.611, -3.954)
H (0.937, 2.524, -2.542)
H (0.543, 1.602, -3.998)
H (4.199, 2.022, -2.491)
H (4.383, 0.554, -1.505)
H (3.303, 1.836, -0.965)

* HOMO energy: -11.7776 eV
* frontier orbital gap: 9.66 eV
* charge: +1
* energy above the lowest of the compared OMol25 structures with the same formula, charge and spin: 0.0000 eV
* 2S+1: 1

The computed natural (NBO) charges, all in e, follow: Ca 1.708; C -0.346; C -0.042; N -0.444; N -0.320; C 0.005; B 0.537; N -0.325; C 0.013; C -0.346; C -0.029; N -0.447; N -0.321; C 0.012; C -0.346; C -0.050; N -0.457; H 0.243; H 0.209; H 0.236; H -0.024; H 0.232; H 0.244; H 0.209; H 0.234; H 0.246; H 0.225; C -0.618; C -0.229; N -0.598; C 0.369; S -0.457; N -0.585; C -0.227; C -0.616; H 0.229; H 0.222; H 0.209; H 0.219; H 0.210; H 0.431; H 0.421; H 0.209; H 0.218; H 0.205; H 0.233; H 0.217; C -0.932; P 0.713; C -0.934; C -0.935; H 0.237; H 0.246; H 0.242; H 0.237; H 0.232; H 0.247; H 0.235; H 0.248; H 0.246